# 1
Below is a structure of composition C11H26N7O2S2Ti, with properties calculated with the ωB97M-V functional and the def2-TZVPD basis.

Properties
* LUMO level (alpha / beta): -5.226 / -4.988 eV
* multiplicity: 2
* total charge: +2
* HOMO level (alpha / beta): -13.32 / -14.26 eV
* F_max: 0.052 Eh/bohr
* HOMO-LUMO gap (alpha / beta): 8.089 / 9.276 eV
* energy: -71131.2870 eV

Structure (XYZ):
```
49
Properties=species:S:1:pos:R:3:forces:R:3
Ti 0.5446 -0.0658 0.1531 -2.3969 0.2489 -1.1313
N 3.6934 -1.9323 1.7591 -0.0367 0.0801 -0.1490
C 2.5548 -1.2956 1.5857 0.2281 -0.2314 0.5124
O 2.3451 -0.6335 0.5244 1.9262 -0.5588 0.4232
C 1.4829 -1.3386 2.6383 -0.1593 0.3587 0.0226
C 0.3552 -0.3812 2.2085 0.0924 -0.7559 0.4293
H 4.4008 -1.9210 1.0386 0.0083 0.0083 -0.0046
H 3.8688 -2.4587 2.6000 0.0109 0.0159 0.0197
H 1.9264 -1.0901 3.6071 0.0628 -0.1127 0.0067
H 1.1146 -2.3638 2.7238 0.1169 -0.0535 -0.0196
H 0.5258 0.6042 2.6603 -0.0783 0.0482 -0.0777
H -0.6066 -0.7395 2.5793 0.0062 0.1009 0.1045
C -0.4762 4.3798 0.0225 -0.1313 -0.0769 0.0477
N 0.8313 3.9516 0.5072 -0.2535 -0.1069 -0.1266
C 1.2533 2.6999 0.4184 0.4203 0.5424 0.3146
N 2.4473 2.3799 0.9486 -0.1815 -0.0167 -0.1703
O 0.5257 1.8075 -0.1412 0.4143 1.0715 0.0641
H -0.4913 5.4634 -0.0366 0.0653 0.0017 -0.0414
H -1.2669 4.0633 0.7047 0.0229 -0.0200 -0.0155
H -0.6466 3.9617 -0.9669 -0.0015 0.0691 -0.0188
H 1.4021 4.6311 0.9822 0.0744 -0.0230 -0.0122
H 3.0644 3.0885 1.3083 0.0185 0.0192 -0.0049
H 2.8476 1.4877 0.7094 0.1152 -0.0361 0.0178
C -0.4033 -4.4113 0.7733 -0.1010 0.0457 0.0401
N 0.0242 -3.1790 0.1204 0.1170 -0.1484 -0.1501
C 0.3679 -3.0817 -1.1726 -0.0721 0.1261 0.1435
N 0.4103 -4.1790 -1.9216 0.0049 -0.0638 0.0599
S 0.7782 -1.5764 -1.8574 0.0987 -0.1712 -0.3488
H -0.3334 -4.2757 1.8498 0.0091 -0.0104 -0.0046
H 0.2552 -5.2338 0.4991 0.0272 0.0051 0.0505
H -1.4372 -4.6622 0.5294 0.0287 -0.0296 -0.0516
H -0.2618 -2.3114 0.5581 -0.2338 -0.3748 0.0212
H 0.1313 -5.0804 -1.5726 0.0102 -0.0235 -0.0238
H 0.7634 -4.1212 -2.8622 -0.0044 0.0215 -0.0059
C -2.7972 -1.7226 -2.8974 -0.0160 -0.1426 0.0352
N -2.7165 -0.3006 -2.6497 0.0683 0.1691 0.1710
C -2.9193 0.6761 -3.7254 0.0441 0.0395 -0.0976
C -2.9563 2.0013 -2.9610 -0.0675 0.0308 -0.0386
N -2.2835 1.6293 -1.7121 0.0175 0.0198 -0.2089
C -2.3000 0.2963 -1.5419 -0.3148 -0.0707 -0.3796
S -1.9301 -0.4438 -0.0454 -0.0894 0.1286 0.4078
H -1.8939 -2.0851 -3.3875 0.0540 0.0091 -0.0246
H -3.6518 -1.9197 -3.5427 -0.0145 0.0242 0.0413
H -2.9354 -2.2447 -1.9536 0.0198 0.0096 -0.0046
H -3.8423 0.4735 -4.2642 0.0042 -0.0365 0.0170
H -2.0835 0.6258 -4.4285 -0.0113 -0.0077 0.0227
H -3.9807 2.3200 -2.7588 0.0165 -0.0007 0.0055
H -2.4317 2.7999 -3.4793 0.0121 -0.0205 0.0079
H -2.2958 2.2347 -0.9099 0.0485 -0.1016 0.1245
```
Positions in Å, forces in eV/Å.

# 2
Below is a cluster of 2 separate species, C5H11N2 in total, with properties calculated with the ωB97M-V functional and the def2-TZVPD basis.

Properties
* LUMO level: -3.569 eV
* total charge: +1
* HOMO level: -13.73 eV
* F_max: 0.151 Eh/bohr
* HOMO-LUMO gap: 10.158 eV
* energy: -8332.5581 eV

Structure (XYZ):
```
18
Properties=species:S:1:pos:R:3:forces:R:3
C -0.1159 0.5907 -3.0701 0.8817 1.1786 7.6352
C 0.0407 0.8655 -1.8723 -0.6262 -1.1314 -3.1799
C -1.3885 -0.7919 1.8996 -0.1678 -0.8267 -0.0040
C 1.7440 1.0534 -0.3492 3.5305 3.2181 1.7543
C -0.0362 -1.0190 -0.0266 -2.2640 -1.8640 -2.2680
N -1.2488 -1.1984 0.5107 1.6581 0.5280 -1.0955
N 0.3426 0.9272 -0.4983 -2.7544 -0.9767 -2.4298
H -0.2337 0.6702 -4.0494 -0.4919 -0.0001 -3.7970
H -0.9348 -1.5345 2.4895 0.2450 -1.3502 0.9747
H -0.7629 0.0251 2.0906 0.6703 1.6836 -0.0893
H -2.3538 -0.5858 2.3110 -0.7969 -0.0091 -0.4950
H 2.2135 0.8958 -1.3711 -0.0899 -0.1533 1.8066
H 1.9371 2.1815 -0.0363 0.0034 -2.1879 -0.8751
H 2.1867 0.4939 0.5676 -0.7779 0.4376 -1.9145
H 0.8078 -1.1032 0.5878 1.0163 0.5347 1.1318
H 0.1507 -1.4697 -1.0800 -0.5930 1.1346 1.8104
H -1.9707 -1.5933 -0.0838 -0.1138 0.4197 0.4232
H -0.2722 1.6836 -0.1528 0.6704 -0.6355 0.6120
```
Positions in Å, forces in eV/Å.

# 3
Below is the ion C15H33N3OP with charge +1, with properties calculated with the ωB97M-V functional and the def2-TZVPD basis.

Properties
* LUMO level: -4.332 eV
* total charge: +1
* HOMO level: -11.73 eV
* F_max: 0.085 Eh/bohr
* HOMO-LUMO gap: 7.402 eV
* SMILES string: CCCCCCCCCNC1=[N+](P(C)O)[C@@H](CC)CN1
* energy: -31882.4309 eV

Structure (XYZ):
```
53
Properties=species:S:1:pos:R:3:forces:R:3
C -1.2150 -2.1269 3.3738 0.4173 -0.1951 -0.3876
C 0.2156 -1.3587 3.7494 -0.4885 0.2980 -0.2990
C 0.1661 0.2674 3.3975 -0.3605 -0.4876 -0.6149
C 1.6603 0.9558 3.2842 -0.6068 -0.2815 0.2371
C 1.9509 1.6806 1.8227 1.2810 0.8202 0.5309
C 3.1064 0.8697 0.9261 -0.1774 0.1500 1.4477
C 2.6194 -0.6548 0.5920 0.2053 -0.4431 0.7631
C 2.9593 -1.2030 -0.9088 -0.2004 -0.4147 0.5161
C 2.5636 -0.2103 -2.1435 2.0997 -0.2494 -0.9743
N 1.2158 -0.5428 -2.8105 -3.4274 2.0888 1.6825
C 0.0846 0.0889 -2.3529 -1.0508 1.7343 0.6365
N -1.3636 0.0384 -2.7892 2.6984 -0.8159 0.9489
P -1.7248 1.2724 -4.0244 -0.7850 0.8712 -3.2973
C -2.5192 2.8491 -3.2938 0.1849 0.8810 2.3471
O -0.1853 1.8393 -4.7009 -1.3955 -2.0465 1.0188
C -2.2101 0.0217 -1.5341 -1.2311 0.7539 2.8467
C -3.1683 -1.3055 -1.2345 -0.9417 -0.0192 0.1759
C -2.9162 -1.9616 0.2635 0.2181 0.5959 -0.4941
C -1.1023 0.4226 -0.3467 0.8478 -0.3877 -1.5182
N 0.0122 1.0896 -1.1798 0.4955 -2.0548 -0.4572
H -2.0987 -1.3669 3.1644 1.8579 -1.5816 0.7287
H -1.0539 -2.7443 2.3766 -0.3798 1.2910 2.0503
H -1.5048 -2.9113 4.1995 0.4413 1.7343 -1.6060
H 1.0313 -1.8361 3.0431 -1.4088 0.9618 1.6941
H 0.4793 -1.5382 4.8888 -0.4045 0.4053 -2.4911
H -0.3175 0.3449 2.3304 0.7658 -0.1684 1.9560
H -0.5698 0.8609 4.1267 1.7648 -1.3967 -1.4682
H 2.4484 0.0879 3.4163 -1.4448 1.9004 -0.0097
H 1.7188 1.7391 4.1827 0.2828 -1.7493 -2.1415
H 2.4576 2.7281 2.0905 -1.2393 -2.1477 -0.7796
H 0.9707 1.8910 1.2167 1.9012 -0.5590 1.1386
H 4.0507 0.8028 1.6534 -1.9797 0.1474 -1.7137
H 3.4507 1.5069 0.0086 -0.8542 -1.2659 1.5844
H 3.2144 -1.3643 1.3464 -1.3865 1.3868 -1.7526
H 1.4739 -0.8004 0.8956 2.4074 0.4343 -0.9237
H 2.4005 -2.2330 -1.0548 1.1465 2.0291 0.1657
H 4.1163 -1.4455 -0.9423 -2.4132 0.7127 -0.1819
H 3.3727 -0.4042 -2.9997 -1.9199 0.4722 1.7807
H 2.6037 0.9347 -1.9127 -0.3727 -2.3774 -0.2417
H 1.1321 -1.2349 -3.6134 0.0617 1.1735 1.5280
H -2.8145 3.6636 -4.0910 0.9301 -1.9239 1.3487
H -1.8347 3.3349 -2.4454 -1.4699 -0.6145 -1.8302
H -3.5230 2.5413 -2.7298 2.1561 0.4695 -1.4145
H 0.0551 1.1296 -5.3724 -0.5115 1.4139 1.0009
H -3.0016 0.8969 -1.3615 1.9316 -1.5233 -1.4412
H -4.2967 -0.9237 -1.2235 2.4953 -0.6975 -0.2146
H -3.1253 -2.1054 -2.1081 0.2289 1.6695 1.9451
H -3.7947 -2.6901 0.5430 1.9755 1.2492 -0.7308
H -2.9148 -1.1227 1.1100 0.0957 -1.7520 -1.9972
H -1.8611 -2.4789 0.2263 -2.2601 0.7672 0.4303
H -0.5379 -0.5250 0.0480 -1.6472 1.8634 -0.0134
H -1.5030 1.2261 0.4047 0.8633 -2.0282 -1.2185
H -0.3736 2.0041 -1.5073 0.6031 -1.0937 -0.2900
```
Positions in Å, forces in eV/Å.

# 4
Below is a structure of composition C5H8FN, with properties calculated with the ωB97M-V functional and the def2-TZVPD basis.

Properties
* LUMO level: 1.050 eV
* total charge: 0
* HOMO level: -9.48 eV
* F_max: 0.094 Eh/bohr
* HOMO-LUMO gap: 10.530 eV
* energy: -9519.8334 eV

Structure (XYZ):
```
15
Properties=species:S:1:pos:R:3:forces:R:3
C -0.9754 0.0314 0.0099 1.6136 0.0305 -0.1439
C -0.1213 1.3501 -0.0286 -0.4890 -3.2185 3.5783
C 1.2578 0.5531 -0.0251 0.5858 0.1224 -1.8291
C -0.1915 -0.8152 1.0534 0.7125 2.2355 0.7491
C -0.2609 -0.9518 -0.9359 -0.4062 1.2266 -3.4091
H -0.3547 1.8635 -0.8825 -0.0787 1.5766 -2.0965
H -0.4565 1.8773 0.8964 0.8020 0.0469 -0.7307
H 1.7911 0.9227 -0.9703 -0.5764 -1.2546 1.0436
H 2.0345 0.5377 0.7449 -0.6589 1.0332 0.3701
H -0.6988 -1.7236 1.0986 -0.5918 -1.6899 1.1293
H 0.2005 -0.3044 1.9920 -0.8375 -1.0260 -0.8874
H -0.7648 -1.9123 -0.9083 -0.0231 -0.1795 -0.3886
H 0.0204 -0.6074 -2.0315 -0.7143 -0.8036 2.0411
N 0.8471 -0.9447 -0.0129 0.8971 1.6242 0.3961
F -2.3276 0.1236 -0.0001 -0.2350 0.2763 0.1775
```
Positions in Å, forces in eV/Å.

# 5
Below is an isolated molecule of C4H8N2O2, with properties calculated with the ωB97M-V functional and the def2-TZVPD basis.

Properties
* LUMO level: 0.925 eV
* total charge: 0
* HOMO level: -9.04 eV
* F_max: 0.071 Eh/bohr
* HOMO-LUMO gap: 9.961 eV
* SMILES string: CCO/C=N/NC=O
* energy: -11351.0216 eV

Structure (XYZ):
```
16
Properties=species:S:1:pos:R:3:forces:R:3
C -2.3833 0.3739 0.6842 0.7004 -2.2948 0.4443
C -1.8219 -0.2673 -0.6138 -1.8341 -0.2494 -0.2992
O -0.7998 -1.2163 -0.2905 -1.7034 -0.4407 -0.3333
C 0.4050 -0.7990 -0.0734 3.0793 0.2391 1.9536
N 0.7454 0.4071 -0.3614 0.0340 0.3757 -0.1720
N 2.0435 0.8932 -0.1377 0.2465 1.1243 -0.9827
C 3.0824 0.0490 0.0396 2.4438 -1.1822 -0.2277
O 3.0051 -1.1548 0.2924 0.0487 1.4979 -0.1417
H -2.6554 -0.5111 1.3726 0.5827 1.4094 -0.8551
H -1.6461 1.0040 1.1552 0.2558 0.1172 0.2651
H -3.2853 0.9287 0.5756 -0.6621 0.4792 -0.5768
H -2.6333 -0.9059 -1.0298 0.5584 0.3637 0.1939
H -1.5312 0.4097 -1.4323 0.2001 -0.0409 0.6710
H 1.0455 -1.5582 0.5105 -1.0857 1.2900 -1.4055
H 2.2640 1.8706 -0.5664 -0.8890 -2.6908 1.1159
H 4.1652 0.4764 -0.1249 -1.9754 0.0022 0.3505
```
Positions in Å, forces in eV/Å.

# 6
Below is a cluster of 2 separate species, C9H14O in total, with properties calculated with the ωB97M-V functional and the def2-TZVPD basis.

Properties
* LUMO level: 0.588 eV
* total charge: 0
* HOMO level: -8.54 eV
* F_max: 0.083 Eh/bohr
* HOMO-LUMO gap: 9.125 eV
* SMILES string: Cc1ccc(O)cc1.CC
* energy: -11605.2320 eV

Structure (XYZ):
```
24
Properties=species:S:1:pos:R:3:forces:R:3
C 2.3045 -1.0255 0.0972 -0.8123 2.2502 -0.1174
C 1.1179 -0.3398 0.8691 1.7535 -0.7595 -1.5889
C 0.2721 -1.2477 1.5363 -0.1626 1.7475 -0.5647
C -0.6499 -0.7161 2.4291 -0.9167 -2.5346 -0.7708
C -0.9344 0.6403 2.5000 1.6300 -1.6426 -1.0658
O -2.0190 0.9600 3.2187 -4.2174 -0.1126 -0.1180
C -0.1529 1.5058 1.7409 1.3100 -3.4627 -1.0472
C 0.8893 1.0490 0.8270 -2.0547 0.0124 1.8969
H 2.7542 -0.2388 -0.5316 0.0859 -0.5509 0.0146
H 2.0639 -1.8826 -0.4893 -0.8689 -0.4390 -0.7867
H 3.0678 -1.4409 0.7218 0.4503 0.2936 0.9627
H 0.1994 -2.2120 1.0031 0.2840 0.0041 1.4318
H -1.3621 -1.4445 2.8903 0.5441 0.8284 -0.1855
H -2.8972 0.4222 2.8971 3.6010 1.8805 1.0898
H -0.4096 2.4680 1.7783 -0.8974 3.8731 -0.1241
H 1.2133 1.8192 0.0635 0.3751 -1.3656 1.1898
C -0.7447 0.2402 -3.4246 1.4952 -3.6091 -1.7566
C -0.6974 0.1527 -1.9058 0.8011 2.0762 -0.8442
H 0.3302 0.3488 -3.7521 -1.1718 0.7535 0.0930
H -0.9646 -0.7384 -4.0355 0.0199 1.2419 1.5654
H -1.4257 0.9262 -3.8738 -0.1865 0.9603 0.0281
H -0.6130 1.2262 -1.6531 0.3200 -0.3909 0.4442
H 0.2066 -0.3359 -1.5500 -0.2395 -0.1422 -0.0467
H -1.5487 -0.1365 -1.3565 -1.1422 -0.9120 0.3002
```
Positions in Å, forces in eV/Å.

# 7
Below is a structure of composition C2H2Cl2N, with properties calculated with the ωB97M-V functional and the def2-TZVPD basis.

Properties
* LUMO level: -7.962 eV
* total charge: +1
* HOMO level: -15.84 eV
* F_max: 0.079 Eh/bohr
* HOMO-LUMO gap: 7.873 eV
* energy: -28629.7200 eV

Structure (XYZ):
```
7
Properties=species:S:1:pos:R:3:forces:R:3
C -1.2057 -0.0049 -0.6172 1.8778 -1.3307 3.3090
C 0.9684 0.2754 0.5545 3.4968 -1.6009 0.0913
N -0.0421 0.1151 -0.0721 -1.5306 -0.4358 -1.3904
Cl -2.2875 -1.0354 0.1102 -0.0866 0.0443 -0.6839
Cl 2.9531 -0.8345 -0.1094 -3.4289 1.8705 1.1122
H -1.3966 0.6632 -1.3666 -1.0829 1.3844 -2.2126
H 1.0105 0.8211 1.5006 0.7545 0.0683 -0.2257
```
Positions in Å, forces in eV/Å.

# 8
Below is a structure of composition C3H10N3, with properties calculated with the ωB97M-V functional and the def2-TZVPD basis.

Properties
* LUMO level (alpha / beta): -3.098 / -8.963 eV
* multiplicity: 3
* total charge: +1
* HOMO level (alpha / beta): -10.64 / -14.44 eV
* F_max: 0.151 Eh/bohr
* HOMO-LUMO gap (alpha / beta): 7.543 / 5.474 eV
* energy: -7729.7127 eV

Structure (XYZ):
```
16
Properties=species:S:1:pos:R:3:forces:R:3
C -1.4038 0.0916 1.3331 -0.9240 1.3055 1.0287
C -0.7776 -0.6322 0.2597 1.4662 -1.9338 -0.5336
C 0.6372 -0.1078 -0.0794 -5.9677 -4.9744 -0.3686
N 0.7094 1.2059 -0.2405 0.1098 4.0636 0.4647
N 1.6860 -0.8439 0.2668 3.6361 0.7680 0.3098
N -1.7535 0.3959 -0.0743 -2.2469 -1.5618 -0.4091
H -2.0846 -0.3049 2.1070 0.1604 0.1400 -0.8846
H -0.7398 0.8613 1.6999 -0.0761 0.4053 0.6134
H -1.0472 -1.7631 0.2777 0.8063 2.0365 -0.8063
H 0.5998 -0.2456 -2.1731 1.4849 1.2381 -1.3273
H -0.1355 1.8351 -0.2160 0.8450 -1.0151 -0.0652
H 1.6226 1.5730 -0.3818 0.6065 0.9766 -0.3236
H 1.6307 -1.8435 0.2312 -0.0877 -0.4499 0.2355
H 2.6110 -0.4412 0.0296 -0.5581 -0.7874 0.2778
H -2.6977 0.0028 -0.4456 2.1560 0.9394 1.0913
H 1.1429 0.2163 -2.5941 -1.4108 -1.1508 0.6971
```
Positions in Å, forces in eV/Å.